10 unconnected molecules or ions with the total composition C2H24O10 at a distorted geometry. Source: OMol25; level of theory: wB97M-V/def2-TZVPD.

```
36
Properties=species:S:1:pos:R:3:forces:R:3
C -2.07966 -1.92350 -1.17970 -0.4 -0.3 0.8
C -2.67127 -3.30041 -0.85079 -0.3 0.0 -1.0
O -2.33001 -4.20404 -1.88100 1.0 -0.9 -0.7
H -2.59534 -1.24728 -0.49787 0.2 0.4 -0.1
H -2.17552 -1.59834 -2.21564 -0.5 -0.3 0.0
H -1.01462 -1.88810 -0.95043 0.0 -0.1 0.2
H -3.75499 -3.40473 -0.90362 -0.3 1.3 0.8
H -2.32768 -3.63456 0.12819 0.1 0.0 0.1
H -3.05858 -4.81862 -1.99530 0.2 -0.1 0.0
O -1.50520 3.81526 0.73697 0.0 0.2 0.1
H -2.19903 3.51745 1.32530 -0.2 0.0 0.2
H -1.48471 3.16036 0.03918 0.0 -0.2 -0.4
O 4.61419 -0.99575 0.69315 0.5 -0.1 0.2
H 3.83770 -1.02721 0.13431 -0.4 0.0 0.0
H 5.33641 -1.24016 0.11446 0.2 -0.1 -0.1
O -1.60756 1.57185 -1.39564 0.3 0.1 0.2
H -2.55505 1.46983 -1.48565 -0.3 -0.1 0.1
H -1.26355 1.40224 -2.27263 -0.1 -0.1 -0.4
O 2.91709 0.64817 2.41023 0.5 0.0 0.4
H 2.85496 1.34231 3.06638 0.1 0.2 0.1
H 2.03801 0.59270 2.03558 -0.4 -0.1 -0.3
O -1.17230 -1.26155 2.15311 -0.5 -0.4 0.2
H -0.84847 -0.56043 1.58759 0.6 0.3 -0.3
H -1.96203 -0.89997 2.55537 -0.2 0.0 0.2
O 1.26776 4.14088 1.56244 0.5 0.2 0.4
H 0.49256 4.11941 2.12352 -0.2 0.1 -0.1
H 1.00768 3.66218 0.77538 -0.1 -0.1 -0.3
O 0.74867 0.22907 0.79522 -0.9 0.1 0.2
H 1.16380 -0.36631 0.17118 0.4 -0.6 -0.2
H 0.53440 1.00631 0.27925 0.3 0.2 0.2
O 1.12675 2.46747 -0.90125 0.1 0.0 0.0
H 0.31124 2.05228 -1.18195 -0.4 0.2 -0.1
H 1.51474 2.80458 -1.70874 0.3 0.2 -0.1
O 2.26065 -1.63799 -0.78065 -0.2 0.2 -0.1
H 2.25063 -1.40060 -1.70789 0.0 0.1 -0.3
H 2.32831 -2.59278 -0.77807 0.0 -0.4 0.2
```
Positions in Å, forces in eV/Å.

Properties
Molecular weight ... 208.20 g mol⁻¹
Total charge ... 0
Maximum force ... 1.5 eV/Å
SMILES string ... CCO.O.O.O.O.O.O.O.O.O
Total energy ... -22937.789 eV
Lowest unoccupied orbital energy ... -0.52 eV
Frontier orbital gap ... 9.172 eV
Relative energy (zero: lowest compared OMol25 entry of this formula, charge and spin) ... 40.9 kcal per mole

Atom charges from the Mulliken analysis, given in e for atoms 1 to 2: atom 1 (C): -0.55, atom 2 (C): -0.40

***

2 unconnected molecules or ions with the total composition C9H11Cl2NO3 at a distorted geometry. Source: OMol25; level of theory: wB97M-V/def2-TZVPD.

```
26
Properties=species:S:1:pos:R:3:forces:R:3
C 1.45355 1.14108 -0.95471 0.4 0.0 0.8
C 2.78096 0.90597 -1.36591 -1.5 -0.5 1.2
C 1.89010 -0.30575 0.95224 0.4 -2.1 0.3
C 0.99913 0.50945 0.24997 1.4 1.8 -1.4
C 3.60610 0.02307 -0.68960 0.1 -1.4 1.4
C 3.17776 -0.65418 0.48374 -1.0 1.7 -0.1
C -3.56593 -0.51050 0.25368 2.0 0.6 2.2
C -0.38428 0.70674 0.61215 -3.4 -5.5 0.8
C -1.23435 -0.71970 -0.63446 2.3 0.2 2.5
N -2.29293 -1.26884 0.14216 -0.3 -0.2 -1.4
O 4.84248 -0.21764 -1.17739 1.4 -0.9 0.3
O 4.06263 -1.54299 1.10241 -0.4 0.6 1.9
O -1.15397 1.76841 0.33122 2.0 2.0 -1.0
Cl 0.03086 -2.05933 -1.03552 -1.4 1.0 0.5
Cl -1.46575 0.19640 -2.10204 -0.8 0.0 -0.6
H 0.76080 1.82401 -1.51916 1.1 -0.8 0.4
H 3.22324 1.35393 -2.19826 0.3 0.8 -1.3
H 1.52794 -0.96707 1.76493 0.0 0.9 -0.2
H -3.77282 0.19295 -0.50387 0.1 0.6 -1.3
H -4.32095 -1.23632 0.27068 -1.3 -0.8 0.3
H -3.52206 0.08879 1.20880 -0.3 -0.7 -0.8
H -0.83302 0.13793 1.53720 1.4 1.3 -1.5
H -2.48962 -2.24870 -0.07454 0.3 0.5 -0.2
H 5.34060 -0.91355 -0.64968 -1.3 1.3 -0.7
H 4.07996 -1.47077 2.13261 -0.4 0.1 -2.9
H -0.55872 2.33689 -0.23755 -1.4 -0.3 0.7
```
Positions in Å, forces in eV/Å.

Properties
Molecular weight ... 252.10 g mol⁻¹
Total charge ... 0
Maximum force ... 6.5 eV/Å
Total energy ... -42186.159 eV
Lowest unoccupied orbital energy ... 0.43 eV
Frontier orbital gap ... 7.976 eV
Relative energy (zero: lowest compared OMol25 entry of this formula, charge and spin) ... 0.0 kcal per mole

Atom charges from the Mulliken analysis, given in e for atoms 1 to 2: atom 1 (C): -0.60, atom 2 (C): -1.11

***

A molecular structure, C13H28BBeCl6F6N6O7P2 at a distorted geometry. Source: OMol25; level of theory: wB97M-V/def2-TZVPD.

```
70
Properties=species:S:1:pos:R:3:forces:R:3
C -0.52080 6.19973 -0.22291 0.0 -0.6 -0.8
O -1.17530 5.25525 -1.13513 0.4 -0.1 0.9
B -0.92571 3.98563 -0.66914 -0.6 0.1 -0.2
O -1.80943 3.38557 0.19025 -0.7 0.0 -0.7
N 0.27939 3.29478 -1.16257 0.6 0.6 -0.2
P 0.93369 3.83038 -2.66882 0.1 -0.6 -1.3
N 0.35903 3.10446 -3.92012 0.4 0.2 0.4
C 0.83706 2.25234 -0.46885 -0.4 -0.5 0.7
N 0.37803 1.90180 0.73866 1.1 -0.3 0.1
C 1.13379 0.85899 1.10020 -1.0 1.1 -0.1
N 2.01838 0.56987 0.16864 0.2 -0.4 1.0
N 1.86238 1.45604 -0.82756 0.3 0.3 -1.0
H 0.51588 6.28935 -0.55862 -0.2 0.4 0.2
H -1.07749 7.12667 -0.30618 0.2 0.1 0.2
H -0.51580 5.80284 0.79643 -0.2 0.3 0.0
H -2.09142 2.53039 -0.16554 0.5 -0.4 0.5
H 0.71766 5.21170 -2.66341 0.0 -0.1 0.5
H 2.33327 3.60212 -2.55735 -0.2 0.4 0.6
H 1.09239 2.62053 -4.43085 -0.3 -0.2 -0.2
H 0.98261 0.38672 2.05651 0.4 -0.5 -0.2
H 2.70058 -0.17949 0.18185 0.0 0.0 -0.4
H 2.49029 1.37378 -1.71381 -1.1 0.2 1.2
C -5.08148 2.79126 0.30473 -2.3 0.3 0.4
O -4.90016 1.71667 -0.36855 0.5 0.3 0.2
H -4.99515 3.75273 -0.27371 1.1 -0.1 -0.3
H -5.99402 2.88198 0.91968 0.1 -0.7 0.1
H -4.24608 3.00389 1.06145 0.7 0.1 -0.5
Be 3.24089 1.46305 -3.35888 0.6 -0.2 -1.0
F -0.77041 -2.88234 -1.59868 -0.4 0.1 -0.4
P -1.20398 -1.34752 -1.28054 0.1 -0.8 -0.6
F -0.97864 -0.08221 -0.24885 -0.9 0.9 -0.3
F -2.75791 -0.85891 -1.39485 -0.2 -0.5 0.6
F -1.31945 -1.15956 -2.89935 0.5 0.7 0.1
F 0.40886 -0.97232 -1.51764 0.4 -0.8 0.2
F -1.71957 -2.12481 0.13536 -0.8 1.2 -0.8
Cl -0.10313 -3.04609 1.49242 0.9 -0.5 0.9
C 0.90486 -4.48117 1.25197 0.0 -0.4 0.2
C 2.25860 -4.29827 1.89653 -0.1 0.0 0.0
Cl 3.17060 -3.02016 1.04705 0.2 -0.1 0.2
H 0.98817 -4.64317 0.17821 0.0 0.1 0.0
H 0.37765 -5.33140 1.68531 0.0 0.1 0.1
H 2.82742 -5.22439 1.82407 0.1 0.1 -0.1
H 2.18405 -4.02474 2.94576 -0.1 0.0 0.0
C 3.97579 -3.53481 -4.35186 -0.1 -0.1 -0.2
C 2.65660 -3.37427 -3.62609 -0.2 0.0 -0.2
O 3.07490 -3.26339 -2.26180 0.2 0.1 -0.1
C 4.35510 -2.82367 -2.24763 -0.1 -0.1 0.1
O 4.92908 -2.47129 -1.26544 0.1 0.3 -0.2
O 4.88634 -2.83726 -3.49101 -0.1 0.0 0.1
H 3.97181 -3.09545 -5.34576 0.1 0.1 0.1
H 4.29074 -4.57663 -4.42546 0.0 0.0 0.1
H 2.12756 -2.46188 -3.90736 0.0 0.0 0.0
H 1.98969 -4.22155 -3.75823 0.0 0.0 0.2
C -3.29995 -6.48951 4.73337 0.0 0.0 -0.1
C -2.81525 -5.49724 3.70564 0.0 -0.1 0.0
O -2.42899 -5.83861 2.60013 0.1 0.0 0.0
N -2.81841 -4.17690 4.05007 0.0 -0.1 0.1
C -3.23313 -3.58015 5.30165 0.1 0.1 -0.4
H -3.23621 -7.48716 4.31098 0.0 0.0 -0.1
H -2.67823 -6.44810 5.62844 -0.1 0.0 0.1
H -4.33824 -6.28829 4.99895 0.0 0.0 0.1
H -2.48349 -3.56865 3.31667 0.0 0.0 -0.1
H -4.04619 -2.87536 5.11468 0.0 0.0 0.1
H -2.39504 -3.03383 5.73938 0.0 0.0 0.1
H -3.57138 -4.33199 6.00555 0.0 0.0 0.0
C 1.64281 9.88646 -0.90177 0.0 0.1 0.0
Cl 2.90710 11.06212 -1.24334 0.0 0.0 0.0
Cl 1.20588 9.95902 0.80821 0.0 0.0 0.0
Cl 0.22267 10.23160 -1.89161 0.0 0.0 0.0
Cl 2.23582 8.25698 -1.28152 0.1 0.0 -0.1
```
Positions in Å, forces in eV/Å.

Properties
Molecular weight ... 788.88 g mol⁻¹
Total charge ... +1
Maximum force ... 2.3 eV/Å
Total energy ... -148291.515 eV
Lowest unoccupied orbital energy ... -9.47 eV
Frontier orbital gap ... 1.874 eV

Atom charges from the Mulliken analysis, given in e for atoms 1 to 2: atom 1 (C): -0.47, atom 2 (O): -0.62

***

A molecular structure, C3HNO7P at a distorted geometry. Source: OMol25; level of theory: wB97M-V/def2-TZVPD.

```
13
Properties=species:S:1:pos:R:3:forces:R:3
C 2.22943 -0.59121 1.02420 0.9 -0.5 0.2
C 2.34520 -0.79791 -0.50392 1.0 -0.5 0.1
C -2.42136 1.19471 -0.33005 -0.5 0.7 -0.2
N -2.43496 -0.07885 -0.17887 -0.8 -0.8 0.1
O 2.95311 -0.91934 1.87623 -0.3 0.1 -0.4
O 3.18376 -1.31807 -1.12314 -0.4 0.2 0.3
O -2.99407 2.16835 -0.49589 -0.1 0.3 0.0
O 1.02747 0.12056 1.26498 -0.7 0.4 0.2
O 1.20212 -0.20633 -1.09931 -0.7 0.3 -0.4
O -0.60036 1.56012 -0.25803 0.3 0.4 0.0
O -1.37915 -0.91393 0.01212 4.2 2.1 0.0
P 0.21346 0.36481 -0.04018 -3.2 -3.1 0.2
H -3.32466 -0.58291 -0.14814 0.2 0.3 -0.1
```
Positions in Å, forces in eV/Å.

Properties
Molecular weight ... 194.01 g mol⁻¹
Total charge ... +1
Maximum force ... 4.7 eV/Å
Total energy ... -28229.075 eV
Lowest unoccupied orbital energy ... -5.82 eV
Frontier orbital gap ... 9.670 eV
Relative energy (zero: lowest compared OMol25 entry of this formula, charge and spin) ... 59.6 kcal per mole

Atom charges from the Mulliken analysis, given in e for atoms 1 to 2: atom 1 (C): 0.55, atom 2 (C): 0.55

***

Number 4 is which compound?
C3HNO7P

***

Among the records above, which one has the lowest total energy?
C13H28BBeCl6F6N6O7P2

***

Number 2 is which compound?
C9H11Cl2NO3

***

Among the records above, which one has the highest molecular weight?
C13H28BBeCl6F6N6O7P2